Molecular formula: C37H83O33P3
Method: DFT, wB97M-V/def2-TZVPD

Geometry as XYZ:
```
156
Properties=species:S:1:pos:R:3:forces:R:3
C -17.562366 -19.446291 2.014416 -1.3 -0.5 0.5
O -16.192677 -19.375358 2.467369 0.7 0.1 -1.0
P -15.001722 -19.339292 1.379630 -0.9 -1.1 0.4
O -13.651186 -19.268337 1.961231 -0.8 0.2 -0.4
O -15.453663 -18.211042 0.357892 0.5 -0.4 -0.1
C -14.532616 -17.844837 -0.716398 1.1 0.2 1.9
O -15.290289 -20.711891 0.547513 0.4 1.2 0.5
C -14.229521 -21.648761 0.523876 -0.4 -1.9 0.8
H -17.859149 -20.320562 1.384714 0.9 0.5 0.4
H -17.814003 -18.541443 1.482689 0.0 0.2 -0.1
H -18.212368 -19.503592 2.917760 0.7 0.2 -0.8
H -14.521414 -18.550830 -1.537746 -0.3 -0.2 0.0
H -13.515551 -17.756714 -0.244894 -0.8 -0.2 -0.7
H -14.830595 -16.850748 -0.982946 -0.2 0.4 -0.5
H -14.661875 -22.597649 0.186883 -0.1 0.2 -0.1
H -13.808397 -21.882404 1.532046 -0.1 0.7 -0.8
H -13.495459 -21.382841 -0.200719 0.8 0.4 -0.2
C -23.102522 -18.731625 3.007233 2.2 0.3 0.1
O -22.352556 -19.976322 3.101247 -0.2 -0.1 -0.2
P -21.563583 -20.561843 1.846513 -1.3 -0.7 -0.5
O -20.468531 -19.806024 1.228560 0.2 0.3 0.4
O -22.752069 -20.839437 0.801180 0.6 0.2 0.1
C -22.584756 -20.539775 -0.630709 -1.4 -0.5 0.9
O -21.191245 -22.017569 2.385157 0.2 1.1 0.5
C -20.294071 -22.065753 3.550631 -0.8 -0.8 -0.7
H -22.286232 -17.970677 3.042698 -1.0 -0.1 -0.3
H -23.702902 -18.600985 3.911288 -0.1 -0.4 -0.4
H -23.658492 -18.712132 2.070070 -0.2 0.1 0.2
H -23.636577 -20.317419 -0.961102 1.2 -0.2 0.1
H -22.217890 -21.470293 -1.087299 0.0 0.6 -0.2
H -21.950895 -19.667494 -0.747313 0.1 -0.1 -0.3
H -19.584507 -22.808189 3.251695 0.9 -0.1 0.0
H -20.840169 -22.497960 4.384002 -0.2 0.3 0.1
H -19.837673 -21.116741 3.809144 -0.1 0.1 -0.2
C -16.031481 -15.692777 2.031801 -0.8 1.7 -0.9
O -17.183127 -16.051396 1.192615 -0.9 0.6 0.0
P -18.249591 -14.893825 0.705416 0.5 -1.7 0.0
O -17.848465 -13.561294 1.099655 0.4 1.0 0.1
O -18.481623 -15.183882 -0.857799 0.4 0.6 0.2
C -17.364334 -14.855718 -1.734143 0.2 -0.3 0.0
O -19.668066 -15.286582 1.281017 1.1 0.5 0.2
C -20.065635 -16.651457 1.112716 -1.2 0.7 -0.8
H -15.718401 -16.419302 2.751368 -0.3 -1.2 -0.1
H -16.301945 -14.813478 2.629183 0.1 0.0 -0.3
H -15.246238 -15.438279 1.320773 0.2 0.0 0.4
H -16.680231 -15.693200 -1.637915 0.5 0.2 0.0
H -16.914093 -13.888416 -1.513441 0.1 -0.1 0.6
H -17.609338 -14.758165 -2.785986 -0.9 -0.4 0.1
H -20.360869 -17.014628 2.090500 0.1 -0.5 -0.2
H -19.280492 -17.195630 0.626541 0.3 -0.7 0.1
H -20.894389 -16.565090 0.397754 -0.1 -0.7 0.3
C -18.851555 -12.303332 -4.793177 1.8 1.2 0.5
C -18.044928 -12.505501 -6.083476 0.1 0.7 1.1
O -17.907743 -13.867563 -6.434098 -1.0 -1.2 -1.3
C -17.328975 -14.780408 -5.681409 3.2 2.6 3.6
O -16.525436 -14.528237 -4.744947 -1.6 0.0 -1.9
O -17.627203 -15.970684 -6.015378 -0.7 -2.5 -1.0
C -16.997210 -17.078965 -5.298402 0.4 0.4 -0.2
H -18.304672 -12.538611 -3.850376 -0.3 -0.6 -0.8
H -19.831064 -12.723422 -4.827583 -0.7 -0.3 0.0
H -18.891045 -11.214863 -4.677844 -0.6 0.1 -0.2
H -17.039197 -12.082093 -5.955486 -0.2 0.0 -0.1
H -18.567188 -11.981571 -6.920324 0.5 -0.8 0.5
H -17.067899 -16.922338 -4.224233 0.0 0.1 -0.1
H -15.923543 -17.195147 -5.596694 -1.0 0.2 0.1
H -17.590925 -17.952574 -5.566843 0.2 0.2 -0.1
C -17.860974 -9.349031 0.800366 0.1 -0.6 0.5
C -16.995944 -10.578715 0.928789 -0.9 -0.4 -0.8
O -15.898177 -10.655719 0.007835 0.5 1.0 1.1
C -16.162705 -10.940420 -1.213017 0.0 -1.7 -3.1
O -17.212031 -11.183393 -1.779465 -0.5 0.6 0.9
O -15.007506 -11.096783 -1.873836 1.2 0.7 -0.9
C -15.054962 -11.210979 -3.343014 -2.1 -0.4 1.0
H -18.347388 -9.323799 -0.167187 -0.1 0.0 -0.2
H -17.232674 -8.489480 0.909125 -0.1 0.9 0.4
H -18.651871 -9.487909 1.570690 0.7 0.7 -0.4
H -17.653398 -11.377408 0.651018 -0.1 -0.9 0.5
H -16.514368 -10.728005 1.881060 -0.2 0.0 0.4
H -14.044245 -11.209832 -3.712980 0.4 -0.1 0.2
H -15.615815 -10.338911 -3.783947 0.4 -0.9 0.5
H -15.597679 -12.182066 -3.541463 0.6 1.1 -0.3
C -21.822794 -11.771709 -1.587750 -0.4 -0.2 -0.8
C -20.627964 -11.394202 -0.807393 1.4 0.3 1.8
O -21.033800 -10.366336 0.213264 0.1 -0.6 -0.1
C -20.867465 -10.559429 1.539467 2.5 -2.3 -2.0
O -21.260478 -9.831372 2.371304 -1.1 1.2 1.3
O -20.027234 -11.642300 1.796811 -1.5 1.2 -0.7
C -19.742455 -11.844452 3.171587 0.7 0.4 -0.2
H -22.282905 -10.883748 -2.032936 0.2 -0.1 -0.1
H -22.618014 -12.269764 -1.035764 0.2 -0.2 0.2
H -21.430339 -12.428516 -2.380452 -0.5 0.1 0.0
H -19.818946 -11.012472 -1.470562 -0.7 0.4 0.6
H -20.120012 -12.198822 -0.246181 -0.6 0.1 -0.4
H -19.083958 -11.021830 3.519815 -0.4 -0.5 0.1
H -19.240052 -12.795093 3.179981 0.4 -0.3 0.2
H -20.639725 -11.921474 3.755187 -0.4 0.2 0.3
C -17.598965 -19.325655 -1.669348 -1.7 0.8 -0.3
C -19.023582 -19.034071 -2.051221 -1.7 2.1 0.0
O -19.141832 -17.680998 -2.659462 3.3 -1.5 0.3
C -20.323249 -17.227992 -2.821906 0.9 1.2 -2.1
O -21.308253 -17.619354 -2.318819 -3.0 -0.7 1.5
O -20.238778 -16.288621 -3.776948 0.1 0.6 0.0
C -21.436452 -15.550656 -3.999623 0.8 1.0 1.0
H -17.108325 -19.564134 -2.575925 1.1 -0.5 -0.7
H -17.754455 -20.156411 -1.017302 0.8 -0.8 0.5
H -17.120269 -18.479393 -1.179855 -0.2 -0.2 0.2
H -19.726696 -18.945041 -1.218023 0.4 -0.6 0.3
H -19.497975 -19.666537 -2.808889 0.5 -0.4 0.3
H -22.195614 -16.254111 -4.253910 -0.9 -0.1 -0.3
H -21.193945 -14.823085 -4.783621 -0.3 -0.4 0.1
H -21.672919 -14.989083 -3.062229 -0.2 -0.4 -0.7
C -12.700516 -11.098371 1.432873 0.4 0.2 0.2
C -13.023785 -12.487280 0.987326 0.3 0.7 -1.4
O -12.826099 -12.509494 -0.472220 1.0 0.0 0.7
C -13.316413 -13.560489 -1.110572 -0.6 0.8 1.3
O -14.136065 -14.300597 -0.620517 -0.1 -0.9 -0.5
O -12.828120 -13.584954 -2.324813 0.2 -0.3 -0.6
C -13.433291 -14.525348 -3.236767 0.2 0.4 0.3
H -13.348053 -10.335120 1.043828 -0.6 0.1 -0.3
H -11.696503 -10.867206 1.055910 0.0 0.1 0.5
H -12.766424 -11.063939 2.528407 0.3 0.1 -0.2
H -14.039576 -12.773882 1.109630 -0.7 -0.4 0.7
H -12.299975 -13.130357 1.471196 -0.1 -0.7 -0.1
H -13.172417 -15.556136 -2.970064 0.1 0.2 -0.1
H -12.983965 -14.204685 -4.181623 -0.5 -0.5 0.0
H -14.515068 -14.411252 -3.175059 0.0 0.0 -0.4
C -23.579296 -12.364445 5.857385 -0.4 -0.2 -2.1
C -23.620251 -11.792962 4.379517 1.5 -1.2 1.5
O -22.954203 -12.799949 3.565722 -1.6 -1.3 -0.6
C -23.758430 -13.524364 2.714633 2.8 1.1 0.3
O -24.863853 -13.242161 2.385242 -0.7 -0.5 0.1
O -22.922590 -14.465183 2.193685 -1.3 0.0 1.1
C -23.481315 -15.281717 1.191224 0.2 -0.1 -2.0
H -22.509494 -12.510032 6.065058 -0.5 -0.4 0.1
H -24.152683 -13.311848 5.714900 0.6 0.4 0.9
H -24.008099 -11.733350 6.639216 -0.1 0.0 -0.4
H -22.878874 -11.044576 4.266636 0.0 1.6 0.1
H -24.582518 -11.559470 3.984397 -0.6 0.2 -0.2
H -23.660258 -16.336351 1.383605 0.3 0.0 1.0
H -22.719797 -15.245393 0.410282 -0.2 -0.2 -0.2
H -24.418456 -14.919061 0.772646 0.1 0.5 0.2
C -22.090363 -16.113880 5.124848 1.2 0.3 -0.3
C -20.681514 -15.688533 4.728899 0.6 1.1 1.2
O -19.655170 -16.383827 5.511268 -0.1 -0.3 0.1
C -19.375665 -17.616870 5.135679 -2.0 -1.1 -2.8
O -19.890651 -18.160785 4.133739 1.1 0.9 1.8
O -18.555669 -18.196441 5.961133 1.8 -0.6 1.2
C -17.798883 -19.366061 5.489487 -0.5 1.2 -1.0
H -22.071050 -17.173684 5.313692 -0.3 -0.4 0.1
H -22.797368 -15.861965 4.329665 0.0 0.0 0.3
H -22.232774 -15.561265 6.036028 -0.9 -0.1 0.4
H -20.478165 -14.665153 5.146450 -0.4 -0.7 -1.2
H -20.465699 -15.782315 3.679287 0.2 0.2 -0.2
H -18.486774 -19.848920 4.812668 0.2 -0.5 -0.2
H -17.524173 -20.028597 6.285602 -0.2 0.1 0.8
H -16.883392 -19.028669 4.963896 -0.6 -0.1 0.2
```
Positions in Å, forces in eV/Å.

Computed properties:
LUMO energy = 0.017 Eh
energy above the lowest of the compared OMol25 structures with the same formula, charge and spin = 0.0 kJ/mol
structure (SMILES) = COP(=O)(OC)OC.COP(=O)(OC)OC.COP(=O)(OC)OC.CCOC(=O)OC.CCOC(=O)OC.CCOC(=O)OC.CCOC(=O)OC.CCOC(=O)OC.CCOC(=O)OC.CCOC(=O)OC
Kohn-Sham gap = 10.84 eV

***

Molecular formula: C2HClFN3
Method: DFT, wB97M-V/def2-TZVPD

Geometry as XYZ:
```
8
Properties=species:S:1:pos:R:3:forces:R:3
C -0.142058 0.739782 1.862796 -0.2 -2.6 -1.2
C 0.155745 -0.764781 0.115382 0.5 0.1 -0.3
N -1.325967 0.211877 1.581520 1.3 1.3 0.7
N 0.674147 -0.391043 1.400317 1.1 0.8 1.9
N -0.638638 -1.022009 1.209388 -1.8 -0.5 1.3
F 0.719587 -1.800614 -0.447295 0.5 -0.7 -0.3
Cl 0.547529 1.964240 2.808915 -0.7 0.0 -0.5
H -0.077330 0.002704 -0.524320 -0.7 1.7 -1.7
```
Positions in Å, forces in eV/Å.

Computed properties:
LUMO energy = 0.012 Eh
energy above the lowest of the compared OMol25 structures with the same formula, charge and spin = 286.7 kJ/mol
Kohn-Sham gap = 11.12 eV

***

Molecular formula: C53H40BrClN9O7PSTi
Method: DFT, wB97M-V/def2-TZVPD

Geometry as XYZ:
```
114
Properties=species:S:1:pos:R:3:forces:R:3
Ti -1.347835 -0.489110 -0.218589 0.3 -0.8 0.0
N -3.077415 -4.089708 1.734890 0.0 0.0 0.0
C -2.503283 -3.218701 0.810030 0.0 0.0 0.0
S -3.514659 -1.937774 0.194199 0.1 0.0 0.0
N -1.263308 -3.407132 0.527752 0.0 0.0 0.0
N -0.742534 -2.509201 -0.406098 0.0 0.4 0.0
C 0.495239 -2.877389 -0.846118 0.0 -0.1 0.1
C 1.460423 -3.436676 0.123736 -0.1 0.0 -0.1
C 2.255124 -4.551790 -0.144462 0.0 0.0 0.0
C 3.171044 -5.013472 0.790526 0.0 0.0 0.0
C 3.306013 -4.374374 2.015731 0.0 0.0 0.0
C 2.513753 -3.266689 2.299319 0.0 0.0 0.0
C 1.604272 -2.805424 1.363440 0.0 0.0 0.1
C 0.882811 -2.694718 -2.213160 0.0 0.0 -0.1
C 2.246579 -2.652221 -2.609513 0.0 0.0 0.0
C 2.577547 -2.509764 -3.934096 0.0 0.0 0.0
C 1.564063 -2.393534 -4.887178 0.0 0.0 0.0
C 0.258338 -2.428372 -4.422075 0.0 0.0 0.0
N -0.089580 -2.585363 -3.155107 -0.1 0.0 0.0
H -4.076681 -4.175349 1.644894 0.0 0.0 0.0
H -2.582484 -4.966466 1.813167 0.0 0.0 0.0
H 2.142501 -5.061587 -1.093877 0.0 0.0 0.0
H 3.773574 -5.886204 0.567372 0.0 0.0 0.0
H 4.013006 -4.742524 2.749028 0.0 0.0 0.0
H 2.599463 -2.772010 3.260659 0.0 0.0 0.0
H 0.982031 -1.938918 1.561417 0.0 0.0 0.0
H 3.022592 -2.722715 -1.862015 0.0 0.0 0.0
H 3.620687 -2.474396 -4.228672 0.0 0.0 0.0
H 1.775142 -2.270254 -5.940716 0.0 0.0 0.0
H -0.566225 -2.334034 -5.127539 0.0 0.0 0.0
O -3.197910 6.294432 2.003140 0.0 0.0 0.0
C -3.328486 5.053978 1.462731 0.0 0.0 0.0
O -4.286721 4.797621 0.795830 0.0 0.0 0.0
C -2.244206 4.086522 1.738598 0.0 0.0 0.0
C -1.305298 4.053641 2.751970 0.0 0.0 0.0
Cl -0.986420 5.253597 3.941365 0.0 0.0 0.0
N -0.563270 2.929443 2.615876 0.0 0.0 0.0
N -0.967908 2.250771 1.534367 0.0 0.0 0.1
C -1.973298 2.897249 1.012468 0.0 0.0 0.0
C -2.563589 2.263832 -0.222234 0.1 -0.1 0.0
O -2.835194 2.932387 -1.208727 -0.1 0.1 -0.1
O -2.673439 0.983160 -0.131973 -0.1 0.4 0.0
C 0.430548 2.282817 3.415416 0.0 0.0 0.0
C 1.146610 1.253261 2.806266 0.0 0.0 0.0
C 2.097805 0.561419 3.534631 0.0 0.0 0.0
C 2.339480 0.877996 4.865587 0.0 0.0 0.0
C 1.603296 1.884502 5.467480 0.0 0.0 0.0
C 0.640621 2.586718 4.752570 0.0 0.0 0.0
H -2.383242 6.357325 2.518180 0.0 0.0 0.0
H 0.919199 0.977657 1.784008 0.0 0.0 0.0
H 2.644308 -0.240920 3.053118 0.0 0.0 0.0
H 3.078883 0.328078 5.433445 0.0 0.0 0.0
H 1.756793 2.121370 6.512544 0.0 0.0 0.0
H 0.050523 3.331853 5.258301 0.0 0.0 0.0
N 0.288923 0.282167 -0.555672 -0.3 0.2 -0.1
P 1.195178 1.263883 -1.362417 0.1 -0.1 0.0
C 1.217487 2.966037 -0.705509 0.0 0.0 0.0
C 2.058215 3.237904 0.374811 0.0 0.0 0.0
C 2.017446 4.468477 1.010625 0.0 0.0 0.0
C 1.133776 5.445843 0.572541 0.0 0.0 0.0
C 0.301191 5.188430 -0.506664 0.0 0.0 0.0
C 0.345082 3.957400 -1.146020 0.0 0.0 0.0
C 0.803596 1.397244 -3.126906 0.0 0.0 0.0
C -0.471016 1.833113 -3.498965 0.0 0.0 0.0
C -0.816806 1.910074 -4.837099 0.0 0.0 0.0
C 0.095226 1.538021 -5.817584 0.0 0.0 0.0
C 1.351438 1.082030 -5.453993 0.0 0.0 0.0
C 1.704568 1.008481 -4.112752 0.0 0.0 0.0
C 2.940196 0.785944 -1.228855 0.0 0.0 0.0
C 3.223309 -0.350219 -0.484629 0.0 0.0 0.0
C 4.539883 -0.742953 -0.277547 0.0 0.0 0.0
C 5.573603 0.003695 -0.820424 0.0 0.0 0.0
C 5.295325 1.148783 -1.562139 0.0 0.0 0.0
C 3.982768 1.544723 -1.758899 0.0 0.0 0.0
H 2.745108 2.480557 0.730799 0.0 0.0 0.0
H 2.667321 4.656589 1.856662 0.0 0.0 0.0
H 1.091742 6.404949 1.074931 0.0 0.0 0.0
H -0.400744 5.938981 -0.847903 0.0 0.0 0.0
H -0.329887 3.777268 -1.970784 0.0 0.0 0.1
H -1.204263 2.093426 -2.745938 0.0 0.0 0.0
H -1.806217 2.253820 -5.112742 0.0 0.0 0.0
H -0.180227 1.593922 -6.863737 0.0 0.0 0.0
H 2.058065 0.765195 -6.210706 0.0 0.0 0.0
H 2.676754 0.620078 -3.841258 0.0 0.0 0.0
H 2.400077 -0.917810 -0.069219 0.0 0.0 0.0
H 4.745699 -1.632274 0.306870 0.0 0.0 0.0
H 6.601726 -0.298556 -0.662883 0.0 0.0 0.0
H 6.104820 1.736271 -1.977067 0.0 0.0 0.0
H 3.766411 2.449130 -2.316930 0.0 0.0 0.0
O -1.788482 -0.374156 -2.202058 0.0 0.0 -0.2
N -2.982157 -0.682279 -2.669849 0.0 0.0 0.0
C -3.228253 -1.961854 -2.992585 0.1 0.0 0.0
C -4.461714 -2.302513 -3.505570 0.0 0.0 0.0
C -5.440258 -1.332275 -3.644363 0.0 0.0 0.0
C -5.156194 -0.028298 -3.268534 0.0 0.0 0.0
C -3.906947 0.284566 -2.776806 0.0 0.0 0.0
H -2.378940 -2.617219 -2.827906 0.0 0.0 0.0
H -4.648072 -3.334427 -3.765410 0.0 0.0 0.0
H -6.418221 -1.590059 -4.028266 0.0 0.0 0.0
H -5.895200 0.756403 -3.340747 0.0 0.0 0.0
H -3.595981 1.262641 -2.429722 0.0 0.0 0.0
Br -4.733204 -3.040896 6.520778 0.0 0.0 0.0
C -3.225313 -2.783651 5.394598 0.0 0.0 0.0
C -2.167605 -3.675236 5.466545 0.0 0.0 0.0
N -1.086168 -3.557272 4.704579 0.0 0.0 0.0
C -1.050291 -2.549707 3.833659 0.0 0.0 0.0
C -2.059852 -1.606829 3.706412 0.0 0.0 0.0
C -3.178342 -1.722081 4.516286 0.0 0.0 0.0
C -1.998228 -0.458854 2.728703 0.0 -0.1 0.0
O -2.657360 0.534385 2.961371 0.0 0.0 0.0
O -1.205603 -0.651797 1.709752 0.0 0.1 0.3
H -2.197292 -4.506339 6.162256 0.0 0.0 0.0
H -0.180172 -2.489872 3.197940 0.0 0.0 0.0
H -3.975207 -0.995795 4.435077 0.0 0.0 0.0
```
Positions in Å, forces in eV/Å.

Computed properties:
charge = -1
LUMO energy (spin up / spin down) = 0.078 / 0.078 Eh
energy above the lowest of the compared OMol25 structures with the same formula, charge and spin = 71.4 kJ/mol
expectation value of S² = 0.771
Kohn-Sham gap (spin up / spin down) = 5.14 / 6.40 eV
2S+1 = 2

***

| no. | total energy (Eh) | largest force on an atom (hartree/bohr) |
| --- | --- | --- |
| 1 | -4966.87396 | 0.1063 |
| 2 | -800.97980 | 0.0564 |
| 3 | -7686.62552 | 0.0165 |